[1]
The following is a quantum chemistry calculation of C2H5NO2S in the gas phase, from OMol25.

```
11
Properties=species:S:1:pos:R:3:lowdin_charge:R:1
C 0.57917 -1.04458 1.50065 -0.360
C -0.62523 0.10799 -0.95668 -0.442
N -0.03619 1.46637 -0.97975 -0.477
O 1.15231 1.45395 -0.83815 0.074
O -0.71788 2.39949 -1.29683 0.090
S -0.99735 -0.63559 0.62378 0.846
H -0.02874 -1.39070 2.35910 0.020
H 1.32691 -0.35213 1.77453 0.022
H 1.07562 -1.74744 0.83458 0.032
H -0.10715 -0.57604 -1.68222 0.120
H -1.62147 0.31870 -1.33901 0.074
```

## Properties
total charge = 0
HOMO energy = -9.5306 eV
LUMO level = 0.208 eV
energy relative to the best compared isomer or geometry (same formula, charge and spin) = 371.0 kJ/mol
structure (SMILES) = CSC[N+](=O)[O-]

=====

[2]
The following is a quantum chemistry calculation of 2 unconnected molecules or ions with the total composition C3H9N2O, from OMol25.

```
15
Properties=species:S:1:pos:R:3:lowdin_charge:R:1
C -0.50810 -1.12401 -0.51601 0.013
C -2.17267 0.43531 0.55815 0.007
C -0.82950 0.23993 0.08569 -0.338
N 2.59484 0.03754 -0.69108 0.081
N 0.15209 1.02509 0.21074 0.225
O 3.56371 0.05702 0.11719 0.000
H 0.35978 -1.63495 0.04810 0.134
H -0.01520 -0.94350 -1.44925 0.090
H -1.15866 -1.89976 -0.51185 0.052
H -2.88131 -0.33980 0.30244 0.098
H -2.08472 0.48249 1.70453 0.158
H -2.59545 1.33525 0.17028 0.098
H 1.10366 0.59846 -0.17894 0.080
H 4.45876 -0.27156 -0.15293 0.158
H 0.01277 2.00251 0.30293 0.144
```

## Properties
total charge = +1
HOMO energy (spin up / spin down) = -13.8231 / -13.8364 eV
LUMO level (spin up / spin down) = -4.700 / -4.722 eV
energy relative to the best compared isomer or geometry (same formula, charge and spin) = 549.5 kJ/mol

=====

[3]
The following is a quantum chemistry calculation of a molecular structure, C17H18N3O4Se2V, from OMol25.

```
45
Properties=species:S:1:pos:R:3:lowdin_charge:R:1
V -0.65333 0.36161 1.44109 0.360
O -0.61196 4.13965 2.59787 0.134
C -0.70096 2.94868 2.43822 -0.402
N -0.22826 2.17289 1.40381 0.004
C 0.40028 2.66775 0.26244 -0.374
O 0.81590 3.77857 0.06223 0.142
C 0.46596 1.54202 -0.74609 -0.165
C 1.06666 1.76630 -2.03780 0.013
C 1.44068 0.84763 -2.93321 -0.004
C 1.29481 -0.64791 -2.91344 -0.212
C -0.31068 -0.78972 -0.94113 -0.467
N -0.05285 0.46807 -0.26639 -0.230
C -1.45545 2.07798 3.42725 -0.151
C -2.09944 2.62486 4.51995 0.026
C -2.78063 1.77914 5.38028 -0.026
C -2.80263 0.41632 5.11396 -0.031
C -2.14602 -0.05401 3.99362 -0.086
N -1.47847 0.75748 3.16466 -0.046
H 1.27900 2.80998 -2.23863 0.120
H 1.90663 1.21939 -3.84024 0.117
H 0.40999 -0.85636 -3.53288 0.161
H -0.48864 -1.51577 -0.15062 0.046
H -2.05730 3.69561 4.66002 0.128
H -3.29456 2.17662 6.24515 0.116
H -3.33017 -0.27110 5.75900 0.113
H -2.15487 -1.10441 3.73141 0.126
O 0.48693 -3.47086 -0.58956 -0.047
C 0.84231 -2.82194 -1.79202 -0.208
C 0.99341 -1.30867 -1.54998 -0.383
C 2.47486 -1.30780 -3.66836 -0.210
O 2.05807 -2.19332 -4.69555 -0.049
C 2.05611 -1.05134 -0.43094 -0.388
Se 1.40483 -0.96946 1.48961 0.705
C -1.70075 -0.59849 -1.51943 -0.411
Se -2.71565 -0.18559 0.18907 0.656
H 0.56441 -4.42209 -0.69502 0.102
H 0.06686 -2.98785 -2.55622 0.135
H 1.78844 -3.22543 -2.16972 0.121
H 3.14038 -1.81678 -2.96369 0.121
H 3.06736 -0.54753 -4.17451 0.119
H 1.58544 -2.93827 -4.31164 0.069
H 2.55527 -0.09938 -0.59203 0.063
H 2.81327 -1.83312 -0.42016 0.063
H -2.12294 -1.49328 -1.96781 0.065
H -1.79229 0.25990 -2.18258 0.066
```

## Properties
total charge = 0
HOMO energy (spin up / spin down) = -7.6347 / -7.8542 eV
LUMO level (spin up / spin down) = -0.753 / -1.050 eV
⟨S²⟩ = 2.0351
energy relative to the best compared isomer or geometry (same formula, charge and spin) = 69.8 kJ/mol
spin multiplicity = 3

=====

total charge of number 1 (C2H5NO2S)?
0

=====

Which value of total charge does entry 1 give?
0

=====

energy relative to the best compared isomer or geometry (same formula, charge and spin) of number 2 (C3H9N2O)?
549.5 kJ/mol

=====

Which formula does entry 1 have?
C2H5NO2S